Entry 1:
{"formula": "C29H31BF2O2S2", "method": "the ωB97M-V functional and the def2-TZVPD basis", "species": ["C", "C", "C", "C", "C", "B", "C", "C", "C", "C", "C", "S", "O", "C", "C", "C", "C", "C", "C", "O", "S", "H", "H", "H", "H", "H", "H", "H", "H", "H", "H", "H", "H", "H", "H", "H", "H", "H", "H", "H", "H", "H", "H", "F", "C", "C", "C", "C", "C", "C", "C", "C", "C", "F", "C", "C", "C", "C", "H", "H", "H", "H", "H", "H", "H", "H", "H"], "xyz": [[5.264, 4.333, 0.699], [4.190, 3.528, 0.097], [4.122, 3.065, -1.194], [2.938, 2.305, -1.449], [2.117, 2.148, -0.353], [1.029, 0.927, -0.128], [-0.394, 1.732, -0.254], [-1.024, 2.250, -1.372], [-1.914, 3.341, -1.087], [-2.023, 3.665, 0.253], [-2.723, 4.854, 0.818], [-1.068, 2.548, 1.168], [1.613, 0.065, -1.166], [1.743, -1.223, -0.586], [0.393, -1.849, -0.776], [2.810, -2.082, -1.270], [2.044, -0.838, 0.981], [1.585, -1.890, 1.982], [3.503, -0.508, 1.225], [1.241, 0.330, 1.157], [2.785, 2.991, 0.991], [6.075, 4.366, -0.031], [4.937, 5.354, 0.922], [5.628, 3.881, 1.627], [4.917, 3.220, -1.913], [2.762, 1.872, -2.416], [-0.831, 1.928, -2.389], [-2.423, 3.956, -1.833], [-3.427, 5.247, 0.077], [-3.267, 4.601, 1.733], [-2.012, 5.660, 1.047], [0.274, -2.817, -0.278], [-0.455, -1.156, -0.363], [0.157, -1.922, -1.845], [2.883, -3.064, -0.788], [2.544, -2.278, -2.312], [3.807, -1.634, -1.267], [1.786, -2.899, 1.606], [2.154, -1.770, 2.908], [0.523, -1.805, 2.236], [4.085, -1.436, 1.279], [3.933, 0.133, 0.450], [3.610, 0.006, 2.185], [-5.110, -2.341, -4.440], [-4.274, -1.854, -3.464], [-4.639, -0.724, -2.736], [-3.834, -0.347, -1.645], [-2.755, -1.159, -1.188], [-1.911, -0.846, 0.018], [-2.010, -1.762, 1.189], [-1.989, -1.291, 2.530], [-1.992, -2.176, 3.618], [-1.930, -3.544, 3.369], [-2.017, -4.437, 4.406], [-1.902, -4.055, 2.079], [-1.976, -3.164, 1.015], [-2.485, -2.307, -1.960], [-3.141, -2.598, -3.156], [-5.541, -0.173, -3.026], [-4.057, 0.586, -1.117], [-1.916, 0.220, 0.305], [-1.977, -0.206, 2.707], [-2.040, -1.808, 4.641], [-1.853, -5.130, 1.915], [-1.997, -3.590, 0.018], [-1.712, -3.006, -1.647], [-2.831, -3.423, -3.800]], "atomic_forces_ev_per_a": [[0.3464, 0.2470, 0.2160], [-0.9291, -0.6945, -0.4824], [-0.4196, 0.1540, 0.7829], [0.2158, 0.5728, 0.6241], [0.7501, 0.3727, -0.1189], [1.3960, 2.7881, -0.6289], [-0.9978, 0.1955, -0.4958], [-0.0879, 0.2274, 0.8493], [-0.1741, 0.3731, 0.7121], [0.2939, -0.7780, -1.4563], [-0.0826, 0.0695, 0.1443], [0.6603, -0.1228, -0.4267], [-0.8993, -2.0177, -0.2099], [0.1435, 1.4298, 1.1087], [0.1358, -0.8204, -0.3907], [-0.1661, -0.2250, 0.0032], [-0.8011, 0.0301, -0.8051], [0.1561, -0.2996, 0.0940], [0.4786, -0.1696, -0.2125], [-0.3875, -1.4810, 0.3183], [0.6179, 0.3365, -0.5170], [0.1449, 0.1852, 0.2235], [0.1257, -0.0543, -0.0137], [0.0897, 0.1250, -0.0808], [-0.0421, 0.1176, -0.0423], [-0.1895, -0.3215, -0.0864], [0.2274, -0.0430, 0.0816], [0.1705, -0.3116, 0.0623], [0.0514, -0.0968, 0.1812], [0.0080, 0.1552, -0.0823], [-0.1310, -0.2100, 0.0565], [-0.3110, 0.1552, 0.1234], [0.4043, 0.1450, -0.0416], [0.1057, 0.1329, 0.2659], [0.0038, 0.1100, 0.0954], [-0.0687, 0.1677, 0.0258], [-0.2731, 0.2016, 0.1647], [0.0116, -0.0159, 0.0781], [-0.1289, -0.0467, -0.0027], [0.1820, 0.0379, -0.2530], [0.0350, 0.0793, -0.0441], [-0.1671, -0.0271, 0.0479], [-0.1545, -0.0455, -0.1329], [0.9404, 0.8586, 0.7024], [-0.5775, -0.4765, -0.1186], [0.3319, -0.1775, 0.2835], [0.4282, 0.2324, 0.2231], [0.3671, -0.3297, -0.9400], [-3.2720, -0.7423, 1.2760], [0.8275, -0.3147, 0.1722], [0.1116, 0.2346, -0.2848], [-0.0320, 0.1701, -0.3669], [-0.5938, -0.3389, 0.5884], [0.3505, 1.0634, -0.9521], [-0.0646, 0.2855, -0.3332], [-0.0452, -0.3645, 0.1889], [0.2324, -0.1776, -0.4656], [-0.2697, 0.0285, 0.4880], [0.4899, -0.1397, 0.2295], [0.0643, -0.3292, -0.1769], [0.6481, -0.4307, -0.3544], [0.0318, -0.5202, -0.0426], [0.0546, -0.0880, -0.2430], [-0.0676, 0.2680, 0.0684], [-0.0226, 0.0618, 0.3454], [-0.0453, 0.4542, -0.3809], [-0.2308, 0.1444, 0.3580]], "lumo_ev": -3.00, "homo_energy_ev": -6.6, "orbital_gap_ev": 3.61, "relative_energy_ev": 5.0389, "charge": 0, "e_tot_ha": -2295.0087}


Entry 2:
{"formula": "C29H31CdN11O5S", "method": "the ωB97M-V functional and the def2-TZVPD basis", "species": ["Cd", "C", "C", "C", "C", "C", "C", "N", "C", "C", "C", "C", "C", "C", "N", "N", "C", "C", "C", "C", "C", "N", "H", "H", "H", "H", "H", "H", "H", "H", "H", "H", "H", "H", "H", "O", "C", "O", "C", "C", "N", "N", "C", "C", "O", "O", "H", "H", "H", "C", "C", "N", "N", "C", "S", "N", "N", "H", "H", "H", "H", "H", "H", "C", "N", "C", "C", "C", "O", "H", "H", "H", "H", "H", "H", "H", "H", "H"], "xyz": [[-0.085, 0.310, 0.715], [0.756, -4.623, 3.458], [0.999, -3.664, 4.432], [1.175, -2.332, 4.087], [1.118, -1.932, 2.750], [0.859, -2.903, 1.778], [0.686, -4.234, 2.127], [1.197, -0.587, 2.360], [2.165, 0.224, 2.737], [3.348, -0.197, 3.444], [4.294, 0.695, 3.823], [4.176, 2.098, 3.563], [3.102, 2.551, 2.878], [2.095, 1.649, 2.427], [1.015, 2.044, 1.746], [0.748, 3.272, 1.538], [-0.533, 3.450, 1.002], [-0.882, 4.742, 0.587], [-2.164, 4.975, 0.138], [-3.085, 3.926, 0.122], [-2.649, 2.683, 0.532], [-1.406, 2.436, 0.943], [0.620, -5.662, 3.734], [1.043, -3.952, 5.476], [1.336, -1.585, 4.856], [0.816, -2.602, 0.738], [0.504, -4.971, 1.354], [3.489, -1.253, 3.631], [5.182, 0.332, 4.328], [4.954, 2.773, 3.892], [2.981, 3.598, 2.633], [-0.138, 5.526, 0.650], [-2.458, 5.967, -0.181], [-4.111, 4.074, -0.189], [-3.331, 1.834, 0.546], [4.502, -2.816, -2.807], [3.436, -3.321, -3.370], [3.482, -4.104, -4.294], [2.097, -2.889, -2.849], [0.954, -3.444, -3.359], [-0.071, -2.895, -2.690], [0.319, -1.992, -1.774], [1.640, -1.977, -1.852], [2.460, -1.041, -0.978], [3.672, -1.309, -0.886], [1.897, -0.081, -0.382], [4.238, -2.173, -2.067], [0.832, -4.181, -4.138], [-1.048, -3.032, -2.863], [-4.283, -2.500, -1.298], [-4.117, -2.047, 0.105], [-4.914, -2.302, 1.079], [-4.329, -1.689, 2.162], [-3.169, -1.061, 1.897], [-2.142, -0.234, 2.887], [-3.051, -1.286, 0.547], [-1.966, -0.855, -0.180], [-5.214, -3.054, -1.379], [-3.460, -3.156, -1.593], [-4.314, -1.651, -1.984], [-4.745, -1.756, 3.070], [-1.479, -1.610, -0.648], [-2.199, -0.126, -0.852], [-2.274, 2.288, -3.690], [-0.886, 2.605, -3.396], [-0.198, 3.532, -4.289], [-0.271, 2.051, -2.326], [1.146, 2.472, -2.052], [-0.866, 1.248, -1.589], [-2.813, 3.200, -3.940], [-2.730, 1.843, -2.814], [-2.356, 1.593, -4.530], [-0.906, 3.878, -5.037], [0.633, 3.055, -4.810], [0.179, 4.402, -3.750], [1.762, 2.435, -2.950], [1.579, 1.818, -1.302], [1.153, 3.502, -1.683]], "atomic_forces_ev_per_a": [[-0.1285, -0.0270, 0.3456], [0.0028, -0.0445, 0.0100], [-0.0020, 0.0208, 0.0229], [-0.0023, 0.0046, 0.0330], [-0.0206, 0.0085, -0.0352], [0.0290, 0.0582, 0.0405], [-0.0059, 0.0253, 0.0165], [0.1131, 0.0607, -0.0093], [-0.0284, 0.0071, -0.0415], [0.0238, -0.0175, 0.0314], [0.0007, 0.0574, 0.0000], [0.0292, -0.0692, 0.0216], [-0.0357, -0.0369, -0.0160], [0.0015, -0.1139, 0.0017], [0.1265, -0.1191, 0.1286], [-0.0500, 0.1619, 0.0188], [-0.0962, -0.0158, -0.0905], [-0.0460, 0.0242, 0.0105], [0.0427, -0.0147, 0.0201], [-0.0294, 0.0319, -0.0154], [0.0900, -0.0584, -0.0190], [0.1281, 0.1894, -0.0721], [0.0083, 0.0569, -0.0117], [-0.0032, 0.0093, -0.0291], [-0.0086, -0.0348, -0.0382], [-0.0066, -0.0024, -0.0012], [0.0057, 0.0205, 0.0101], [-0.0016, 0.0532, -0.0082], [-0.0090, 0.0079, -0.0067], [-0.0018, -0.0089, -0.0021], [-0.0006, -0.0089, 0.0052], [-0.0322, -0.0301, -0.0042], [0.0032, -0.0113, 0.0029], [0.0546, -0.0009, 0.0117], [0.0495, 0.0283, -0.0011], [0.1272, 0.3235, 0.1888], [-0.2400, -0.0320, -0.2658], [0.0071, 0.0389, 0.1386], [0.1455, -0.0053, 0.1630], [-0.1023, -0.0857, -0.0996], [-0.0815, -0.0058, -0.0501], [-0.1425, 0.0116, -0.0682], [0.1914, 0.2813, -0.0180], [0.1928, 0.0027, 0.5143], [-0.0647, 0.0682, -0.4081], [-0.3516, -0.4025, -0.4867], [0.0783, -0.2409, 0.1416], [0.0147, 0.0898, 0.0896], [-0.1287, -0.0872, -0.0034], [0.0020, 0.0285, -0.0067], [0.1827, 0.0745, -0.1218], [-0.0361, 0.0525, 0.3166], [-0.1839, -0.0854, 0.0844], [-0.1636, -0.1060, 0.0026], [-0.0430, -0.0379, 0.0988], [0.0995, -0.0469, -0.1807], [0.0797, 0.2297, -0.3865], [0.0294, 0.0167, 0.0170], [-0.0259, 0.0223, 0.0134], [0.0211, -0.0264, 0.0105], [-0.0857, -0.0297, 0.1154], [0.2478, -0.1629, -0.1106], [-0.0329, -0.0400, -0.0423], [0.1120, 0.0113, -0.0492], [0.0164, -0.0141, 0.1112], [0.0105, -0.0511, 0.0630], [-0.0855, -0.0107, -0.0367], [-0.0593, 0.0800, -0.0102], [0.1678, 0.0042, -0.1551], [-0.0089, 0.0462, -0.0052], [-0.0275, -0.0434, 0.0744], [0.0157, -0.0063, 0.0076], [-0.0397, 0.0020, -0.0060], [-0.0202, -0.0098, 0.0134], [-0.0011, -0.0241, 0.0100], [-0.0214, -0.0043, 0.0078], [0.0076, -0.0272, 0.0215], [-0.0034, -0.0103, -0.0223]], "lumo_ev": [-0.68, -0.68], "homo_energy_ev": [-6.7, -6.7], "orbital_gap_ev": [6.05, 6.05], "relative_energy_ev": 1.0701, "charge": 0, "e_tot_ha": -2668.1954}